ORCA calculation (the ωB97M-V functional and the def2-TZVPD basis) on C12H19CoGeN4S as an isolated structure.

E_tot	-123688.47053	eV
HOMO (alpha / beta)	-7.1 / -7.2	eV
lowest unoccupied orbital energy (alpha / beta)	-0.40 / -0.46	eV
total charge	0
max |F|	2.6	eV Å⁻¹

Last column: Löwdin charge in e.
Element x y z (Å)
1 Co 0.80 0.36 -0.09  0.07
2 C 0.62 -0.88 -4.15  -0.03
3 C 0.47 -0.28 -2.79  -0.25
4 N 1.20 -0.58 -1.77  -0.07
5 N 2.20 -1.49 -1.89  0.00
6 C 2.92 -1.54 -0.79  -0.81
7 N 3.97 -2.39 -0.80  0.08
8 S 2.67 -0.58 0.65  0.68
9 C -0.55 0.74 -2.50  -0.19
10 C -1.45 1.20 -3.45  0.00
11 C -2.38 2.17 -3.08  -0.05
12 C -2.38 2.65 -1.78  -0.05
13 C -1.45 2.14 -0.89  -0.09
14 N -0.56 1.22 -1.23  0.04
15 H 1.49 -1.53 -4.16  0.06
16 H 0.75 -0.10 -4.90  0.09
17 H -0.26 -1.46 -4.41  0.09
18 H 4.08 -3.01 -1.58  0.10
19 H 4.47 -2.56 0.05  0.08
20 H -1.43 0.81 -4.45  0.11
21 H -3.09 2.55 -3.81  0.11
22 H -3.08 3.40 -1.45  0.11
23 H -1.41 2.46 0.14  0.10
24 C -2.25 0.31 3.36  -0.23
25 Ge -0.35 -0.07 2.98  0.69
26 C -0.23 -1.96 2.47  -0.24
27 C 0.66 0.20 4.63  -0.23
28 C 0.25 1.10 1.56  -0.23
29 H -2.60 -0.27 4.21  0.02
30 H -2.86 0.07 2.49  0.01
31 H -2.39 1.37 3.59  0.01
32 H -0.61 -2.58 3.28  0.01
33 H 0.81 -2.23 2.26  -0.01
34 H -0.82 -2.16 1.58  0.02
35 H 0.25 -0.41 5.44  0.02
36 H 0.62 1.25 4.94  0.01
37 H 1.71 -0.07 4.49  0.01
38 H 0.22 2.16 1.82  -0.02